No. 1
Formula: C6H10N2
Source: OMol25
Level of theory: ωB97M-V with the def2-TZVPD basis set

Each line ends with the Mulliken charge.
Element x y z (Å)
C (-0.9717, 1.0760, -0.8415)  -0.491
C (0.1431, 1.4950, -0.0273)  -0.352
C (0.8446, 0.7728, 1.0629)  -0.353
C (0.6832, -0.3586, 1.6541)  0.013
C (-0.4580, -1.9965, -0.0184)  -0.017
C (-0.2626, -0.2399, -1.4936)  -1.005
H (-1.4137, 1.6764, -1.5078)  0.455
H (-1.7672, 0.7167, -0.1172)  0.261
H (0.1672, 2.9045, 0.0328)  0.199
H (1.0855, 1.5209, -0.9653)  0.200
H (1.3940, 1.6941, 1.7755)  0.128
H (1.2484, -0.4551, 2.6289)  0.222
H (0.1519, -2.3573, 1.6389)  0.131
H (-0.7104, -2.9454, 0.2610)  0.429
H (0.8270, -0.0781, -1.6805)  0.454
H (-0.5164, -0.3452, -2.4796)  0.490
N (0.1629, -1.5522, 1.1751)  -0.232
N (-0.6078, -1.5282, -1.0979)  -0.532

Its charge is 0. The energy above the lowest of the compared OMol25 structures with the same formula, charge and spin is 580.5 kJ/mol. For the LUMO energy, the calculation gives 0.74 eV. As for the HOMO-LUMO gap: 8.82 eV.

---

No. 2
Formula: C20H20N2O4S2
Source: OMol25
Level of theory: ωB97M-V with the def2-TZVPD basis set

Each line ends with the Mulliken charge.
Element x y z (Å)
C (5.1009, 2.8784, -1.3621)  -0.832
H (5.9389, 3.2185, -0.7554)  0.240
O (3.9564, 3.0601, -0.5654)  -0.453
C (2.7387, 2.7400, -1.0956)  0.816
C (2.5354, 2.1982, -2.3595)  -0.381
C (1.2538, 1.9059, -2.7930)  -0.548
C (0.1585, 2.1432, -1.9742)  -0.042
C (0.3606, 2.6818, -0.7057)  -0.490
C (1.6353, 2.9820, -0.2769)  -0.716
H (1.8047, 3.4023, 0.7017)  0.446
H (-0.4832, 2.8541, -0.0543)  0.269
N (-1.1227, 1.8065, -2.4282)  -0.357
S (-1.3235, 0.2603, -3.0632)  1.218
O (-2.6988, -0.0765, -2.8537)  -0.720
O (-0.8330, 0.2469, -4.4092)  -0.676
C (-0.2909, -0.7121, -1.9456)  0.275
C (-0.6537, -0.5032, -0.6274)  -0.299
C (0.0919, -1.0528, 0.4045)  0.423
C (1.1803, -1.8634, 0.0801)  -0.823
C (1.5060, -2.0886, -1.2393)  -0.849
C (0.7909, -1.5065, -2.2897)  0.635
C (1.2074, -1.7830, -3.6982)  -1.890
H (1.0263, -2.8313, -3.9349)  0.430
H (2.2733, -1.5951, -3.8163)  0.360
H (0.6514, -1.1682, -4.3964)  0.423
H (2.3477, -2.7229, -1.4764)  0.450
H (1.7675, -2.3134, 0.8679)  0.393
N (-0.2000, -0.8144, 1.7480)  0.138
C (-0.9895, 0.1660, 2.2655)  0.705
O (-1.5915, 0.9892, 1.6184)  -0.590
C (-1.0353, 0.1275, 3.7971)  -1.201
C (-1.5440, -1.1841, 4.2860)  0.586
C (-2.8343, -1.5662, 4.4781)  -0.730
C (-2.9599, -2.9071, 4.9102)  -0.406
C (-1.7654, -3.5332, 5.0357)  -0.474
S (-0.4535, -2.4954, 4.6357)  -0.145
H (-1.5602, -4.5396, 5.3410)  0.443
H (-3.9027, -3.3798, 5.1177)  0.398
H (-3.6711, -0.9103, 4.3192)  0.440
H (-1.6971, 0.9311, 4.1237)  0.347
H (-0.0304, 0.3178, 4.1804)  0.373
H (0.2952, -1.4020, 2.4073)  0.038
H (-1.5220, 0.0940, -0.4106)  0.646
H (-1.8628, 2.0343, -1.7803)  0.421
H (1.0905, 1.4899, -3.7736)  0.629
H (3.3636, 2.0007, -3.0211)  0.416
H (5.0527, 3.4755, -2.2783)  0.335
H (5.2481, 1.8249, -1.6225)  0.328

Its SMILES is COc1ccc(NS(=O)(=O)c2cc(NC(=O)Cc3cccs3)ccc2C)cc1. Its charge is 0. The energy above the lowest of the compared OMol25 structures with the same formula, charge and spin is 64.8 kJ/mol. For the LUMO energy, the calculation gives 0.35 eV. As for the HOMO-LUMO gap: 8.44 eV.